Entry from the OMol25 dataset: C39H37F9OP2Zn as an isolated structure (ωB97M-V with the def2-TZVPD basis set).

Relative energy (zero: lowest compared OMol25 entry of this formula, charge and spin) in kcal/mol: 35.3
Total energy in a.u.: -4944.271988
Net charge: 0

XYZ file:
```
89
Properties=species:S:1:pos:R:3:lowdin_charge:R:1
Zn -2.66101 1.26262 -1.37938 0.92
C -4.61254 -1.02589 2.94244 -0.10
C -3.32539 -0.86437 3.34150 -0.09
C -2.41502 -2.02671 3.76384 -0.18
C -1.80526 -2.77160 2.55735 -0.19
C -2.82674 -3.34171 1.61895 -0.12
C -4.06915 -3.80995 1.82965 -0.12
C -4.92018 -3.64774 3.06371 -0.20
C -5.44289 -2.20932 3.40186 -0.18
C -1.43875 1.36793 -2.84064 -0.23
H -5.17977 -0.18741 2.46829 0.09
H -2.86692 0.13268 3.52295 0.08
H -2.94248 -2.75832 4.38964 0.09
H -1.60111 -1.64449 4.39548 0.10
H -1.18155 -2.06737 1.97685 0.10
H -1.04847 -3.50372 2.85864 0.11
H -2.56745 -3.12525 0.57465 0.10
H -4.56703 -4.35873 1.00995 0.10
H -4.38076 -4.05310 3.93483 0.10
H -5.80934 -4.30030 2.94911 0.11
H -6.45306 -2.14293 2.98209 0.10
H -5.61597 -2.20709 4.50198 0.12
H -1.94349 1.76325 -3.73965 -0.01
H -0.92461 0.41812 -3.03965 -0.02
H -0.74260 2.14025 -2.51760 -0.04
P 2.40347 2.23752 -0.01470 1.00
P 3.00572 0.04302 -2.32334 1.01
C 3.14697 0.62204 0.38444 -0.34
C 3.62412 -0.15524 -0.62649 -0.37
C 3.86070 3.31090 0.61358 -0.36
C 4.82458 2.84829 1.51951 -0.10
C 5.88727 3.65729 1.93312 -0.08
C 6.02147 4.95932 1.43456 -0.09
C 5.08099 5.42239 0.50103 -0.09
C 4.02811 4.60647 0.08622 -0.11
C 1.20908 2.26500 1.31567 -0.42
C 0.12652 1.36458 1.19227 -0.12
C -0.83618 1.28976 2.20426 -0.09
C -0.70382 2.08801 3.35918 -0.08
C 0.36943 2.99113 3.46480 -0.08
C 1.30708 3.10107 2.43397 -0.08
C 4.70761 -0.26540 -3.06140 -0.37
C 5.75364 0.62522 -2.72921 -0.11
C 7.06628 0.36353 -3.13464 -0.09
C 7.35977 -0.75283 -3.93660 -0.09
C 6.30093 -1.58978 -4.35314 -0.08
C 4.98252 -1.30862 -3.95526 -0.09
C 2.23585 -1.58328 -2.62686 -0.42
C 1.40509 -1.75244 -3.75737 -0.11
C 0.81565 -3.00530 -3.99491 -0.09
C 1.02846 -4.07018 -3.10864 -0.09
C 1.81843 -3.87720 -1.97188 -0.08
C 2.39937 -2.62830 -1.71553 -0.09
H 3.13936 0.32458 1.44747 0.09
H 4.40294 -0.91295 -0.44686 0.09
H 4.76535 1.82158 1.88514 0.09
H 6.62557 3.26417 2.63421 0.10
H 6.84672 5.58668 1.75715 0.10
H 5.19473 6.42630 0.08925 0.10
H 3.32705 4.95586 -0.67575 0.10
H 0.04311 0.72195 0.30768 0.09
H -1.70902 0.62542 2.09021 0.07
H -1.45123 2.01143 4.16578 0.10
H 0.45126 3.62389 4.35593 0.11
H 2.11398 3.82504 2.51317 0.10
H 5.52728 1.53041 -2.16084 0.10
H 7.88369 1.03592 -2.82961 0.10
H 8.38794 -0.97166 -4.23483 0.10
H 6.51041 -2.45267 -4.98535 0.10
H 4.16627 -1.90351 -4.36131 0.09
H 1.21359 -0.91874 -4.43592 0.10
H 0.19889 -3.15556 -4.88064 0.10
H 0.58597 -5.05642 -3.30331 0.11
H 2.00133 -4.68836 -1.27217 0.10
H 2.96683 -2.48668 -0.80169 0.09
F -5.30410 2.73752 -1.74959 0.13
C -5.43913 1.38791 -1.93418 -0.47
F -6.62419 1.11075 -2.51520 0.16
F -4.48151 1.09289 -2.91888 0.07
C -5.26408 0.59677 -0.57393 -0.29
O -3.93786 0.49539 -0.26474 -0.20
C -6.30604 1.36429 0.41236 -0.41
F -7.21507 2.03741 -0.36521 0.13
F -7.08426 0.62120 1.29551 0.11
F -5.59524 2.23747 1.18850 0.14
C -5.84230 -0.82321 -0.73980 -0.49
F -7.20084 -0.91992 -0.71827 0.15
F -5.40238 -1.34082 -1.91607 0.15
F -5.38257 -1.65013 0.24234 0.15
```